i:
A molecular structure, C5H8OS2. Source: the Open Molecules 2025 dataset; level of theory: ωB97M-V/def2-TZVPD.

Spin multiplicity = 1
HOMO energy = -8.92 eV

Cartesian coordinates (Å):
C1 0.31483 -1.94898 1.32617
C2 1.62099 -1.09914 1.30470
C3 1.52125 0.07313 0.24368
C4 -0.74692 -0.46900 -1.03799
C5 -0.80972 0.71772 0.11535
H1 -0.45928 -1.72642 0.06883
H2 0.29442 -3.12749 1.73979
H3 -0.51462 -1.31622 2.19647
H4 2.51743 -1.68757 0.78295
H5 2.14159 -0.50222 2.19995
H6 2.34706 0.71016 0.11959
H7 -1.23722 -1.30068 -0.46465
H8 -1.25519 -0.05434 -1.85965
O1 0.39859 0.83469 0.72825
S1 0.86133 -0.69114 -1.48609
S2 -2.01293 1.85895 0.09104

---

ii:
A single C5H8OS2 molecule. Source: the Open Molecules 2025 dataset; level of theory: ωB97M-V/def2-TZVPD.

Spin multiplicity = 1
HOMO energy = -8.73 eV
SMILES = S[C@H]1C[C@]12CSCO2

Cartesian coordinates (Å):
S1 -2.74882 -0.62860 -0.42482
C1 -1.38206 0.75152 -0.11285
C2 -0.73294 0.36172 1.19571
C3 -0.01741 0.29262 -0.10564
C4 1.19695 0.98113 -0.75054
S2 2.55060 -0.20285 -0.30153
C5 1.39726 -1.47051 0.21131
O1 0.18162 -1.11843 -0.46703
H1 -2.38434 -0.50230 -1.97416
H2 -1.93735 1.79397 -0.36999
H3 -0.99095 -0.70712 1.68927
H4 -0.65154 1.17770 2.09095
H5 1.41407 1.85975 -0.20233
H6 0.97034 1.14005 -1.85965
H7 1.79918 -2.46411 -0.01016
H8 1.33540 -1.26453 1.39149

---

Which of them is the most stable, and which is the least stable? ii and i, in that order.

---

i:
A single C5H8OS2 molecule. Source: the Open Molecules 2025 dataset; level of theory: ωB97M-V/def2-TZVPD.

Spin multiplicity = 1
HOMO energy = -8.91 eV
SMILES = C[C@@H]1OC[C@@H](S)C1=S

Cartesian coordinates (Å):
C1 1.39025 0.58279 1.58409
C2 0.69575 0.71501 0.28799
O1 -0.80643 1.02885 0.33103
C3 -1.42618 -0.24505 0.46999
C4 -0.82654 -0.87049 -0.88898
S1 -1.71207 -0.04090 -2.35589
C5 0.65190 -0.43684 -0.71767
S2 1.80962 -0.92033 -1.82605
H1 2.33768 0.51726 1.37243
H2 1.29808 1.54216 2.08107
H3 1.09936 -0.32003 2.15030
H4 0.92670 1.61133 -0.11984
H5 -2.54963 -0.13376 0.61429
H6 -1.15601 -0.83987 1.45001
H7 -1.11644 -1.93205 -1.23089
H8 -0.61606 -0.25807 -3.20188

---

ii:
A single C5H8OS2 molecule. Source: the Open Molecules 2025 dataset; level of theory: ωB97M-V/def2-TZVPD.

Spin multiplicity = 1
HOMO energy (spin up / spin down) = -8.62 / -8.78 eV
SMILES = O=S(=S)=C1CCCC1

Cartesian coordinates (Å):
O1 -1.56414 0.44143 -2.79070
S1 -0.51890 1.15287 -2.06756
S2 0.49799 2.39011 -3.19347
C1 0.11675 -0.05735 -0.89237
C2 -0.93535 -0.73117 -0.10993
C3 -0.72495 -0.33035 1.38438
C4 0.81251 -0.22033 1.40390
C5 1.25250 0.33819 0.00799
H1 -0.74688 -1.79999 -0.44310
H2 -1.95317 -0.72440 -0.46425
H3 -1.12169 -1.30281 1.92534
H4 -1.33196 0.49285 1.51717
H5 1.23830 0.35410 2.33627
H6 1.22679 -1.21188 1.62470
H7 1.54267 1.38589 0.25255
H8 2.20952 -0.17717 -0.49093

---

Which of them is the most stable, and which is the least stable? i and ii, in that order.

---

i:
4 unconnected molecules or ions with the total composition C3H12NO3. Source: the Open Molecules 2025 dataset; level of theory: ωB97M-V/def2-TZVPD.

Spin multiplicity = 1
Net charge = +1
HOMO energy = -14.59 eV

Cartesian coordinates (Å):
C1 1.17168 1.15890 -1.16570
C2 1.14918 1.01898 -2.47048
C3 0.13115 0.48318 0.88100
N1 0.54316 0.19307 -0.28052
H1 1.86527 1.76377 -0.60155
H2 0.67116 0.27130 -3.08686
H3 1.63845 1.76105 -3.09230
H4 -0.35463 -0.29732 1.43690
H5 0.22268 1.42622 1.40303
H6 0.62992 -0.78794 -0.53159
H7 -3.14276 0.49400 1.83906
H8 -3.05943 0.87536 0.34817
O1 -2.56493 0.47644 1.07066
H9 2.50825 -2.26649 1.98074
H10 2.68520 -0.77993 2.33684
O2 2.25474 -1.37632 1.71722
H11 -2.42798 -1.94652 -1.11101
H12 -2.07377 -1.23026 0.13277
O3 -1.84734 -1.23750 -0.80637

---

ii:
3 unconnected molecules or ions with the total composition C3H12NO3. Source: the Open Molecules 2025 dataset; level of theory: ωB97M-V/def2-TZVPD.

Spin multiplicity = 1
Net charge = +1
HOMO energy = -14.00 eV

Cartesian coordinates (Å):
C1 -0.74209 0.10586 0.08879
C2 -1.17793 -0.95958 -0.93503
C3 -0.02236 -1.93098 -1.11986
O1 1.16049 -1.82566 -0.95442
N1 -1.94953 0.84061 0.61447
H1 -0.06838 0.81543 -0.39228
H2 -0.21643 -0.37930 0.90735
H3 -1.55906 -0.57832 -1.87164
H4 -1.93897 -1.58254 -0.45522
H5 -0.38779 -2.88269 -1.55002
H6 -1.65656 1.45796 1.38235
H7 -2.60857 0.19859 1.05663
H8 -2.41978 1.35009 -0.13099
H9 2.83787 1.48367 -0.84477
H10 2.21621 0.07385 -0.73705
O2 2.16040 0.99131 -0.41145
H11 0.46468 1.48485 2.95441
H12 1.18018 1.86996 1.60035
O3 0.33799 1.88462 2.06604

---

Which of them is the most stable, and which is the least stable? ii and i, in that order.

---

i:
2 unconnected molecules or ions with the total composition C4H6N4. Source: the Open Molecules 2025 dataset; level of theory: ωB97M-V/def2-TZVPD.

Spin multiplicity = 1
HOMO energy = -9.65 eV
SMILES = CN=C=NC#N.C=N

Cartesian coordinates (Å):
C1 -0.90966 -2.16217 -0.83438
N1 0.46816 -2.07139 -0.52250
C2 1.26836 -1.19472 -0.39213
N2 2.35878 -0.72837 -0.07202
C3 3.39174 -0.01122 -0.25793
N3 4.37471 0.57111 -0.27518
H1 -1.19494 -2.31822 -1.85327
H2 -1.32618 -3.06916 -0.32721
H3 -1.39693 -1.27212 -0.26138
C4 1.31105 1.26747 1.84144
N4 0.79520 1.61622 0.77367
H4 0.95613 0.38640 2.27641
H5 1.91902 1.84621 2.55950
H6 1.13803 2.53783 0.30495

---

ii:
A single C4H6N4 molecule. Source: the Open Molecules 2025 dataset; level of theory: ωB97M-V/def2-TZVPD.

Spin multiplicity = 1
HOMO energy = -8.92 eV
SMILES = CN1C=NC=NN=C1

Cartesian coordinates (Å):
C1 -1.92418 -0.14318 0.18273
N1 -0.54090 -0.23989 0.01882
C2 0.05206 1.07375 -0.24752
N2 1.27780 1.28551 -0.52745
C3 2.22342 0.59267 0.24640
N3 2.44134 -0.68755 0.32933
N4 1.50418 -1.50060 -0.34229
C4 0.26400 -1.31622 -0.28202
H1 -2.15901 0.77509 0.68498
H2 -2.66250 -0.40901 -0.59714
H3 -2.35526 -0.73341 1.13272
H4 -0.81881 1.93792 -0.36908
H5 3.08856 1.26494 0.66823
H6 -0.39071 -1.90004 -0.89772

---

Which of them is the most stable, and which is the least stable? i and ii, in that order.

---

i:
A single C4H6N4 molecule. Source: the Open Molecules 2025 dataset; level of theory: ωB97M-V/def2-TZVPD.

Spin multiplicity = 1
HOMO energy (spin up / spin down) = -8.52 / -8.45 eV

Cartesian coordinates (Å):
C1 0.97859 1.08730 0.14474
C2 0.08933 2.00950 0.43203
C3 0.59327 -0.13101 -0.74268
C4 -1.53123 -1.02801 0.26385
N1 -2.76180 -0.18083 0.53681
N2 -2.61832 0.86118 -0.16005
N3 -1.52481 0.96456 -0.81382
N4 -0.81726 -0.27008 -0.75481
H1 1.97101 0.87273 0.18634
H2 -0.02047 2.93826 0.86563
H3 0.89138 0.02136 -1.73795
H4 1.05671 -0.94582 -0.38133
H5 -0.85168 -1.09105 1.18073
H6 -1.87286 -2.00662 0.07047

---

ii:
A single C4H6N4 molecule. Source: the Open Molecules 2025 dataset; level of theory: ωB97M-V/def2-TZVPD.

Spin multiplicity = 1
HOMO energy = -9.57 eV
SMILES = [H]/N=C(\C#N)[C@H](C)/N=N/[H]

Cartesian coordinates (Å):
H1 1.39923 -0.78896 -2.51512
N1 0.68850 -0.26930 -2.00554
C1 0.78265 -0.28912 -0.74734
C2 1.82327 -0.99862 -0.06128
N2 2.70219 -1.58790 0.37974
C3 -0.21825 0.46222 0.10615
C4 -0.11015 0.09784 1.58537
N3 -1.54692 0.10645 -0.35370
N4 -2.14455 1.01454 -0.94114
H2 -3.07406 0.68483 -1.23764
H3 -0.03527 1.53771 -0.05443
H4 -0.32729 -0.95860 1.72718
H5 0.88909 0.31031 1.95847
H6 -0.82845 0.67860 2.15928

---

iii:
A single C4H6N4 molecule. Source: the Open Molecules 2025 dataset; level of theory: ωB97M-V/def2-TZVPD.

Spin multiplicity = 1
HOMO energy = -7.75 eV
SMILES = C#C/C(=N/N)NN=C

Cartesian coordinates (Å):
C1 -2.95743 -1.35335 -0.17439
C2 -2.03471 -0.57730 0.02736
C3 -0.90411 0.23811 0.24543
N1 -1.07016 1.55264 0.06050
N2 -0.05926 2.39438 0.02408
N3 0.40321 -0.35071 0.35660
N4 1.57893 -0.11108 -0.28766
C4 2.51228 -1.03833 -0.02527
H1 -3.79335 -2.10989 -0.29474
H2 0.78078 2.14506 -0.59531
H3 -0.58018 3.52724 -0.02083
H4 0.20428 -1.42515 0.27634
H5 2.34151 -1.82070 0.69153
H6 3.57821 -1.07093 -0.28363

---

Which of them is the most stable, and which is the least stable? ii and i, in that order.

---

i:
A single C4H6N4 molecule. Source: the Open Molecules 2025 dataset; level of theory: ωB97M-V/def2-TZVPD.

Spin multiplicity = 1
HOMO energy = -8.77 eV
SMILES = c1nnc([C@@H]2CN2)[nH]1

Cartesian coordinates (Å):
C1 2.41846 0.10883 0.00545
N1 2.11700 -1.19130 -0.09073
N2 0.78648 -1.17499 -0.17708
C2 0.26052 0.04254 -0.19866
C3 -1.09547 0.54006 -0.17516
C4 -1.96371 -0.46018 0.63986
N3 -2.00380 -0.31119 -0.75851
N4 1.33301 0.92599 -0.07012
H1 3.48464 0.47388 0.04381
H2 -1.12302 1.58390 -0.24265
H3 -1.32098 -1.28997 1.10095
H4 -2.70667 -0.12411 1.26312
H5 -1.46253 -0.99125 -1.48874
H6 1.27606 1.86777 0.14845

---

ii:
A single C4H6N4 molecule. Source: the Open Molecules 2025 dataset; level of theory: ωB97M-V/def2-TZVPD.

Spin multiplicity = 1
HOMO energy = -9.32 eV
SMILES = [H]/N=C\NC1=NC=NC1

Cartesian coordinates (Å):
H1 3.37367 0.90373 -0.37266
N1 3.32123 -0.07508 0.10393
C1 2.14472 -0.47994 0.20001
N2 1.12134 0.41067 -0.25334
C2 -0.25307 0.12351 -0.18601
N3 -0.77866 -1.09358 -0.16407
C3 -2.21857 -0.84998 -0.02681
N4 -2.47908 0.37516 0.13212
C4 -1.24972 1.17543 0.11041
H2 1.73856 -1.36096 0.58700
H3 1.26519 1.32990 -0.23166
H4 -2.83188 -1.81857 0.09811
H5 -1.25785 2.24396 -0.51010
H6 -1.12159 1.56764 1.11324

---

Which of them is the most stable, and which is the least stable? ii and i, in that order.